1.
A 15-piece molecular cluster, C42H117N3O15 overall. Source: the Open Molecules 2025 dataset; level of theory: ωB97M-V/def2-TZVPD.

The HOMO energy comes out at -9.1 eV.

```
! wB97M-V def2-TZVPD RIJCOSX def2/J DEFGRID3
* xyz 0 1
C 11.626 17.897 13.335
C 12.513 16.751 12.843
O 11.958 15.839 11.870
H 10.616 17.521 13.428
H 11.691 18.782 12.718
H 12.064 18.130 14.307
H 12.926 16.201 13.706
H 13.388 17.134 12.363
H 11.511 15.165 12.470
C 20.367 15.773 17.106
C 19.307 15.191 17.988
O 18.888 13.885 17.652
H 20.780 16.584 17.738
H 19.991 16.256 16.158
H 21.184 15.077 16.899
H 18.410 15.813 18.018
H 19.762 15.147 19.049
H 18.046 13.739 18.116
C 10.612 7.288 14.186
C 11.168 8.646 14.343
O 10.254 9.716 14.054
H 11.447 6.637 14.624
H 10.368 6.985 13.237
H 9.706 7.204 14.843
H 12.048 8.802 13.748
H 11.454 8.831 15.421
H 10.111 9.540 13.084
C 7.001 14.872 12.423
C 8.465 15.166 12.507
O 9.283 14.037 12.668
H 6.534 15.858 12.364
H 6.682 14.382 13.338
H 6.925 14.269 11.519
H 8.732 15.914 13.255
H 8.815 15.615 11.544
H 9.126 13.500 13.413
C 12.001 12.170 19.831
C 12.898 11.958 21.037
O 14.054 11.131 20.660
H 11.611 11.198 19.492
H 12.592 12.625 19.033
H 11.159 12.896 20.038
H 12.319 11.384 21.851
H 13.250 12.867 21.498
H 14.617 11.718 20.087
C 16.926 14.878 21.052
C 16.236 13.677 20.476
O 16.729 13.329 19.199
H 17.989 14.672 21.148
H 16.639 15.035 22.046
H 16.858 15.680 20.382
H 15.143 13.896 20.426
H 16.248 12.863 21.211
H 16.226 12.692 18.642
C 15.500 14.836 11.007
C 16.564 15.831 10.624
C 16.211 16.487 9.293
O 16.226 15.608 8.256
C 17.484 15.471 7.573
N 16.762 16.847 11.613
H 15.801 14.387 11.976
H 15.288 14.060 10.273
H 14.597 15.418 11.266
H 17.517 15.331 10.491
H 16.894 17.337 9.161
H 15.183 16.910 9.332
H 17.849 16.443 7.219
H 17.289 14.770 6.710
H 18.264 14.967 8.247
H 16.988 16.385 12.483
H 15.930 17.341 11.849
C 16.066 13.653 16.034
C 15.010 12.644 16.450
C 14.391 12.148 15.161
O 13.515 13.069 14.560
C 13.002 12.719 13.255
N 15.616 11.668 17.412
H 15.784 14.108 14.988
H 16.976 13.141 15.772
H 16.158 14.483 16.697
H 14.157 13.029 17.055
H 13.852 11.234 15.409
H 15.224 11.931 14.450
H 13.780 12.971 12.442
H 12.114 13.265 13.152
H 12.692 11.651 13.285
H 14.900 11.007 17.794
H 16.347 11.042 17.054
C 12.828 8.495 17.693
C 14.182 7.742 17.865
C 14.810 7.437 16.492
O 13.846 6.721 15.691
C 14.302 6.559 14.345
N 15.185 8.636 18.530
H 12.377 8.905 18.636
H 12.161 7.911 17.137
H 12.990 9.419 17.024
H 14.081 6.802 18.386
H 15.663 6.781 16.616
H 15.210 8.337 15.962
H 14.472 7.474 13.739
H 13.498 6.009 13.838
H 15.144 5.899 14.257
H 14.749 8.950 19.367
H 15.987 8.095 18.750
C 10.827 13.372 16.345
C 10.435 12.042 15.881
C 9.874 11.127 16.968
O 9.504 12.178 14.832
H 11.513 13.292 17.242
H 9.887 13.851 16.663
H 11.266 13.998 15.521
H 11.292 11.491 15.469
H 9.538 10.188 16.526
H 9.182 11.591 17.611
H 10.734 10.855 17.601
H 9.388 11.292 14.475
C 18.712 8.735 16.302
C 19.456 10.013 16.695
C 20.727 10.113 15.968
O 18.540 11.126 16.382
H 17.737 8.653 16.795
H 19.293 7.858 16.406
H 18.412 8.856 15.263
H 19.669 9.974 17.730
H 21.242 10.971 16.275
H 20.612 10.088 14.870
H 21.367 9.282 16.284
H 18.900 11.916 16.752
C 11.623 14.015 9.089
C 10.241 13.435 9.388
C 9.634 12.602 8.234
O 10.264 12.575 10.504
H 12.108 14.475 9.956
H 11.660 14.647 8.242
H 12.193 13.121 8.907
H 9.572 14.270 9.600
H 9.475 13.151 7.280
H 8.668 12.197 8.598
H 10.328 11.829 8.002
H 10.153 13.048 11.344
C 16.792 8.991 12.450
C 17.856 9.940 12.055
C 17.454 11.443 11.920
O 19.041 9.738 12.841
H 16.446 9.174 13.428
H 17.148 7.995 12.384
H 15.935 9.051 11.833
H 18.210 9.580 11.067
H 18.034 12.064 11.245
H 17.550 11.956 12.880
H 16.419 11.510 11.432
H 18.952 10.033 13.766
C 16.858 17.374 15.595
C 15.381 17.151 15.316
C 14.508 16.982 16.545
O 14.961 18.212 14.454
H 17.298 16.439 15.960
H 17.175 18.125 16.331
H 17.400 17.637 14.686
H 15.376 16.328 14.617
H 14.666 16.040 17.067
H 13.450 16.844 16.167
H 14.593 17.705 17.307
H 15.249 19.045 14.854
C 11.796 8.821 9.578
C 10.273 8.943 9.906
C 9.605 7.614 10.228
O 10.151 9.748 11.090
H 12.071 8.313 8.653
H 12.302 8.324 10.423
H 12.276 9.838 9.488
H 9.720 9.387 9.026
H 8.590 7.748 9.997
H 9.813 7.396 11.264
H 9.935 6.765 9.633
H 10.239 10.659 10.785
*
```

=====

2.
One molecule with the formula C4H9BrP2. Source: the Open Molecules 2025 dataset; level of theory: ωB97M-V/def2-TZVPD.

The HOMO energy (alpha / beta) comes out at -8.2 / -7.5 eV. The energy relative to the best compared isomer or geometry (same formula, charge and spin) is 367.7 kJ/mol.

```
! wB97M-V def2-TZVPD RIJCOSX def2/J DEFGRID3
* xyz 0 1
C 0.642 -0.776 -0.829
C -0.419 -1.429 0.129
C -0.975 0.663 2.099
C -0.151 0.258 -1.440
P -0.429 -0.938 2.109
P 0.212 2.017 -1.259
Br 1.816 -0.534 2.358
H 1.340 -0.426 -0.112
H 1.203 -1.486 -1.409
H -1.459 -1.408 -0.260
H -0.201 -2.518 0.126
H -0.270 1.539 2.344
H -2.064 0.764 2.229
H -1.029 0.041 -1.997
H 0.123 2.357 -2.710
H 1.663 1.876 -1.378
*
```

=====

3.
A 9-piece molecular cluster, C38H56NO18 overall. Source: the Open Molecules 2025 dataset; level of theory: ωB97M-V/def2-TZVPD.

The HOMO energy comes out at -11.1 eV. The energy relative to the best compared isomer or geometry (same formula, charge and spin) is 228.0 kJ/mol.

```
! wB97M-V def2-TZVPD RIJCOSX def2/J DEFGRID3
* xyz 1 1
C 7.315 38.306 27.048
N 6.225 37.506 27.652
C 6.294 36.029 27.208
C 6.381 37.556 29.129
C 4.926 38.237 27.183
C 3.674 37.600 27.851
O 2.581 38.251 27.152
H 7.617 39.289 27.644
H 7.279 38.455 25.865
H 8.304 37.715 27.090
H 5.247 35.638 27.722
H 7.303 35.647 27.454
H 6.202 35.667 26.174
H 7.389 37.674 29.433
H 5.798 36.821 29.844
H 5.990 38.433 29.537
H 4.863 38.261 26.189
H 4.938 39.242 27.607
H 3.536 37.978 28.970
H 3.653 36.627 27.944
H 1.757 37.874 27.455
C 10.363 35.163 30.810
C 10.267 34.063 31.832
C 9.563 32.835 31.541
O 9.429 32.032 32.338
C 9.125 32.648 30.051
C 9.183 33.774 29.141
C 9.721 35.194 29.547
O 9.612 36.138 28.901
O 8.917 33.554 27.808
O 10.707 34.209 33.119
H 10.659 36.269 31.008
H 8.806 31.831 29.759
H 9.000 32.610 27.573
H 10.570 33.466 33.509
C 7.079 34.708 22.498
C 7.353 33.354 22.368
C 8.104 32.542 23.375
O 8.246 31.404 23.096
C 8.767 33.236 24.433
C 8.459 34.769 24.684
C 7.493 35.475 23.733
O 7.054 36.630 23.985
O 9.198 35.525 25.567
O 6.887 32.599 21.329
H 6.393 35.223 21.836
H 9.453 32.915 25.295
H 9.962 35.015 25.892
H 7.020 31.624 21.402
C 10.734 40.506 29.165
C 12.236 40.957 29.051
C 12.623 42.311 29.174
O 13.834 42.704 29.133
C 11.582 43.259 29.487
C 10.160 42.744 29.720
C 9.750 41.424 29.608
O 8.575 41.038 29.832
O 9.158 43.684 29.979
O 13.127 40.118 28.485
H 10.265 39.492 29.067
H 11.819 44.389 29.614
H 9.444 44.449 29.996
H 13.983 40.221 28.492
C 3.147 35.818 24.608
C 3.626 34.458 25.161
O 4.795 34.111 24.999
C 2.633 33.618 25.991
H 2.675 36.252 25.340
H 2.422 35.520 23.722
H 4.043 36.424 24.209
H 1.764 33.241 25.463
H 2.368 34.389 26.649
H 3.105 32.604 26.379
C 7.372 36.083 33.318
C 6.378 35.114 33.103
O 5.789 35.091 31.951
C 5.986 34.079 34.161
H 7.525 36.652 32.408
H 8.269 35.613 33.644
H 7.008 36.809 34.134
H 6.254 34.554 35.165
H 6.385 33.072 33.923
H 4.793 33.708 34.104
C -2.278 35.108 26.461
C -2.075 36.183 27.542
O -0.967 36.775 27.567
C -3.190 36.531 28.534
H -3.211 35.310 26.031
H -2.451 34.200 26.942
H -1.397 34.701 25.924
H -3.817 35.680 28.943
H -3.435 37.498 28.352
H -2.765 36.782 29.503
C 5.710 41.680 31.135
C 4.720 40.551 30.991
O 4.167 40.384 29.929
C 4.494 39.624 32.192
H 5.144 42.513 30.808
H 6.674 41.489 30.828
H 6.040 42.283 32.116
H 5.358 39.397 32.776
H 3.992 38.793 31.744
H 3.903 39.989 32.946
C 5.327 32.499 28.248
C 4.131 32.829 29.170
O 3.542 33.884 28.921
C 4.050 32.184 30.564
H 6.310 32.741 28.656
H 5.109 33.154 27.399
H 5.055 31.459 28.143
H 2.926 32.530 30.899
H 4.957 32.469 31.200
H 4.163 31.011 30.389
*
```

=====

4.
One molecule with the formula C22H17FN4O2S. Source: the Open Molecules 2025 dataset; level of theory: ωB97M-V/def2-TZVPD.

Its SMILES is Cc1ccc(C)n1-c1nn(S(=O)(=O)c2cccc3cccnc23)c2cccc(F)c12. The HOMO energy comes out at -7.7 eV.

```
! wB97M-V def2-TZVPD RIJCOSX def2/J DEFGRID3
* xyz 0 1
O -3.273 -2.799 0.868
O -4.024 -0.639 0.228
F 1.401 1.245 -2.988
N -0.771 -1.801 -0.922
N -0.636 -1.835 2.578
C 0.228 -1.163 -1.425
C 3.582 -2.291 -2.038
C 2.823 -2.930 -3.133
C 2.660 -1.664 -1.280
C 1.511 -2.567 -3.008
C 0.500 -2.200 3.265
C -0.931 2.762 -0.624
C -0.039 2.621 -1.622
C -1.545 1.614 -0.036
C -3.686 -0.087 3.323
C 0.665 -1.877 4.599
C -3.493 0.370 4.590
C 0.539 1.313 -1.956
C 0.063 0.215 -1.298
C -1.030 0.318 -0.382
C -2.752 -0.786 2.652
C -0.219 -1.221 5.310
C -2.365 -0.014 5.314
C -1.615 -1.144 3.333
C -1.391 -0.781 4.727
N 1.428 -1.752 -1.837
N -1.493 -0.948 -0.146
C 2.996 -0.693 -0.068
C 0.367 -3.056 -3.852
S -2.981 -1.354 0.915
H 4.639 -2.332 -1.867
H 3.178 -3.447 -3.942
H 1.405 -2.689 2.848
H -1.231 3.778 -0.303
H 0.544 3.472 -2.087
H -2.329 1.669 0.675
H -4.570 0.314 2.696
H 1.591 -2.077 5.124
H -4.341 0.981 5.033
H -0.021 -0.952 6.292
H -2.109 0.454 6.279
H 4.071 -0.674 0.085
H 2.600 0.273 -0.296
H 2.446 -1.099 0.760
H 0.471 -4.025 -4.346
H 0.226 -2.268 -4.629
H -0.533 -3.084 -3.205
*
```

=====

5.
C23H31N5O5S as an isolated structure. Source: the Open Molecules 2025 dataset; level of theory: ωB97M-V/def2-TZVPD.

The HOMO energy comes out at -8.2 eV. The energy relative to the best compared isomer or geometry (same formula, charge and spin) is 21.8 kJ/mol.

```
! wB97M-V def2-TZVPD RIJCOSX def2/J DEFGRID3
* xyz 0 1
C 1.533 2.821 4.673
C 1.617 3.009 3.166
O 2.257 1.888 2.599
C 2.496 2.029 1.215
C 3.291 0.832 0.710
H 3.506 1.006 -0.345
H 4.228 0.765 1.263
C 2.531 -0.488 0.890
N 1.349 -0.559 0.061
C 0.127 -0.073 0.391
O -0.722 0.118 -0.486
C -0.241 0.188 1.778
C -1.286 1.050 2.123
N -1.970 1.847 1.288
H -1.894 1.659 0.300
H -2.754 2.348 1.682
C -1.486 1.023 3.538
N -0.702 0.196 4.201
S 0.334 -0.566 3.227
C -2.511 1.826 4.229
O -3.288 2.557 3.634
N -2.510 1.680 5.569
H -3.184 2.175 6.126
H -1.858 1.044 5.996
C 1.567 -0.805 -1.359
C 1.025 -2.135 -1.818
C 0.121 -2.880 -1.076
C -0.358 -4.089 -1.551
C 0.062 -4.576 -2.782
C 0.977 -3.839 -3.530
C 1.450 -2.638 -3.048
H 2.161 -2.072 -3.633
H 1.304 -4.228 -4.481
O -0.384 -5.755 -3.289
H -1.003 -6.165 -2.672
H -1.063 -4.658 -0.960
H -0.220 -2.525 -0.117
C 1.034 0.420 -2.161
O 1.479 1.523 -1.919
N 0.197 0.140 -3.170
H -0.249 -0.766 -3.170
C -0.480 1.176 -3.922
C -0.681 0.715 -5.370
H 0.121 0.055 -5.696
H -0.708 1.583 -6.030
C -2.047 0.036 -5.352
H -2.473 -0.076 -6.348
H -1.969 -0.954 -4.899
C -2.875 0.961 -4.462
H -3.218 1.816 -5.047
H -3.750 0.464 -4.046
C -1.901 1.427 -3.372
H -2.025 0.851 -2.455
H -2.048 2.478 -3.127
H 0.153 2.063 -3.847
H 2.649 -0.796 -1.529
H 2.261 -0.587 1.939
H 3.176 -1.331 0.625
H 1.548 2.114 0.663
H 3.068 2.951 1.027
H 0.610 3.126 2.735
H 2.189 3.920 2.930
H 1.035 3.675 5.122
H 2.532 2.727 5.089
H 0.976 1.919 4.908
*
```

=====

6.
An isolated ion of composition C15H17FNO and charge +1. Source: the Open Molecules 2025 dataset; level of theory: ωB97M-V/def2-TZVPD.

Its SMILES is CCCC[n+]1ccc2ccc(CC(=O)F)cc2c1. The HOMO energy comes out at -12.6 eV. The energy relative to the best compared isomer or geometry (same formula, charge and spin) is 294.2 kJ/mol.

```
! wB97M-V def2-TZVPD RIJCOSX def2/J DEFGRID3
* xyz 1 1
C -3.623 -1.202 0.814
C -3.771 -2.032 -0.539
C -2.540 -1.681 -1.472
C -1.227 -2.515 -1.185
N -0.214 -1.834 -0.336
C 0.410 -2.462 0.771
C 1.444 -1.807 1.587
C 1.879 -0.405 1.216
C 2.932 0.381 1.921
C 3.219 1.760 1.464
C 2.494 2.404 0.294
C 2.763 3.869 -0.195
C 1.603 4.462 -1.072
O 1.738 4.865 -2.182
F 0.287 4.493 -0.565
C 1.479 1.621 -0.418
C 1.191 0.237 0.064
C 0.168 -0.555 -0.658
H -3.589 -1.924 1.687
H -2.716 -0.533 0.806
H -4.523 -0.544 1.009
H -3.914 -3.138 -0.389
H -4.697 -1.631 -1.056
H -2.853 -1.943 -2.533
H -2.411 -0.566 -1.459
H -1.475 -3.550 -0.804
H -0.730 -2.688 -2.192
H 0.148 -3.511 1.070
H 1.943 -2.330 2.450
H 3.486 -0.044 2.800
H 4.003 2.387 1.977
H 2.802 4.514 0.741
H 3.727 3.993 -0.754
H 0.902 1.991 -1.313
H -0.336 -0.083 -1.548
*
```

=====

7.
C6H20IO2P3PtSi2 as an isolated structure. Source: the Open Molecules 2025 dataset; level of theory: ωB97M-V/def2-TZVPD.

The HOMO energy comes out at -13.7 eV. The energy relative to the best compared isomer or geometry (same formula, charge and spin) is 0.0 kJ/mol.

```
! wB97M-V def2-TZVPD RIJCOSX def2/J DEFGRID3
* xyz 2 1
C -1.744 2.868 0.911
C -0.670 1.860 1.517
P 0.592 1.522 0.198
C 2.349 1.768 0.767
C 2.576 1.647 2.315
Si 0.258 -0.401 -0.826
O 0.129 -1.744 0.231
Si 1.726 -2.197 0.754
P 1.737 -4.214 1.725
O 0.115 -4.657 1.904
I 2.507 -3.911 4.049
P -1.603 -0.090 -2.002
C -1.283 -0.227 -3.805
C -2.964 -1.248 -1.513
H -1.388 3.885 1.089
H -2.742 2.677 1.305
H -1.775 2.740 -0.179
H -1.221 0.930 1.718
H -0.259 2.322 2.414
H 3.012 1.051 0.264
H 2.667 2.766 0.437
H 3.250 0.805 2.515
H 3.133 2.534 2.628
H 1.669 1.501 2.900
H 1.336 -0.693 -1.785
H 2.141 -1.214 1.765
H 2.672 -2.194 -0.375
H -0.385 -3.841 1.830
H -0.603 0.576 -4.153
H -0.847 -1.196 -4.082
H -2.294 -0.080 -4.400
H -3.895 -0.698 -1.316
H -2.745 -1.832 -0.615
H -3.178 -1.889 -2.380
Pt -2.273 0.876 -5.805
*
```

=====

The M results, record by record, are as follows: 904.404 198.968 814.855 420.469 489.598 246.305 595.300 g/mol.